(1)
# C2H4

C2H4 in the gas phase at a distorted geometry (ωB97M-V with the def2-TZVPD basis set, OMol25).

Each atom is followed by the atoms it is bonded to, with distances in Å.
Element x y z (Å)
1 C -0.67 -0.04 -0.04  C2 1.376, H3 1.067, H4 1.141
2 C 0.71 -0.03 -0.01  C1 1.376, H5 1.060, H6 1.042
3 H -1.37 -0.85 -0.03  C1 1.067
4 H -1.13 0.99 0.11  C1 1.141
5 H 1.23 -0.95 0.06  C2 1.060
6 H 1.23 0.87 -0.10  C2 1.042

Properties
ΔE to the lowest compared entry with this formula, charge and spin (kcal per mole): 7.5
E (Ha): -78.5544
Strongest force on any atom (eV Å⁻¹): 4.5
Molar mass (g mol⁻¹): 28.05
Kohn-Sham gap (eV): 11.4
SMILES string: C=C


(2)
# C4H13NO2

2 unconnected molecules or ions with the total composition C4H13NO2 at a distorted geometry (ωB97M-V with the def2-TZVPD basis set, OMol25).

Each atom is followed by the atoms it is bonded to, with distances in Å.
Element x y z (Å)
1 C 0.65 2.06 0.84  C2 1.588, H7 1.086, H8 1.067, H9 1.108
2 C 0.55 0.56 1.36  C1 1.588, C3 1.524, N4 1.462, H10 1.078
3 C 1.92 0.01 1.72  C2 1.524, H11 1.087, H12 1.090, H13 1.116
4 N 0.04 -0.41 0.40  C2 1.462, C5 1.405, H14 1.094
5 C 0.42 -0.16 -0.93  N4 1.405, O6 1.469, H15 1.124, H16 1.095
6 O -0.16 -1.29 -1.68  C5 1.469, H17 0.991
7 H 1.41 2.13 0.07  C1 1.086
8 H -0.22 2.54 0.44  C1 1.067
9 H 1.03 2.75 1.62  C1 1.108
10 H -0.14 0.72 2.17  C2 1.078
11 H 1.89 -0.99 2.15  C3 1.087
12 H 2.62 -0.06 0.88  C3 1.090
13 H 2.61 0.68 2.28  C3 1.116
14 H -0.99 -0.68 0.64  N4 1.094
15 H -0.08 0.80 -1.23  C5 1.124
16 H 1.47 0.00 -1.19  C5 1.095
17 H 0.14 -2.05 -1.14  O6 0.991
18 O -2.95 -0.67 -1.29  H19 0.993, H20 1.016
19 H -2.56 -1.13 -2.08  O18 0.993
20 H -3.87 -1.01 -1.56  O18 1.016

Properties
ΔE to the lowest compared entry with this formula, charge and spin (kcal per mole): 41.1
E (Ha): -365.3769
Strongest force on any atom (eV Å⁻¹): 3.8
Molar mass (g mol⁻¹): 107.15
Kohn-Sham gap (eV): 9.4
SMILES string: CC(C)NCO.O


(3)
# C9H19F4NO5P

2 unconnected molecules or ions with the total composition C9H19F4NO5P at a distorted geometry (ωB97M-V with the def2-TZVPD basis set, OMol25).

Each atom is followed by the atoms it is bonded to, with distances in Å.
Element x y z (Å)
1 N -1.21 -6.36 -3.86  C2 1.525, H10 1.044, H11 1.049
2 C -0.46 -5.04 -3.77  N1 1.525, F3 1.484, C4 1.642
3 F 0.46 -5.03 -4.93  C2 1.484
4 C 0.36 -5.09 -2.34  C2 1.642, O5 1.471, H12 1.194, H13 1.180
5 O 1.40 -4.07 -2.19  C4 1.471, C6 1.472
6 C 0.90 -2.71 -2.45  O5 1.472, F7 1.495, F8 1.511, F9 1.508
7 F -0.48 -2.46 -1.93  C6 1.495
8 F 1.79 -1.78 -1.65  C6 1.511
9 F 1.07 -2.27 -3.88  C6 1.508
10 H -1.33 -6.52 -4.89  N1 1.044
11 H -2.14 -6.29 -3.38  N1 1.049
12 H 0.93 -6.14 -2.33  C4 1.194
13 H -0.41 -5.15 -1.45  C4 1.180
14 O 0.28 3.89 0.73  P15 1.548
15 P 0.38 2.65 1.65  O14 1.548, O16 1.661, O19 1.664, O22 1.730
16 O -1.17 2.13 1.36  P15 1.661, C17 1.417
17 C -1.62 1.92 0.04  O16 1.417, C18 1.515, H25 1.093, H26 1.095
18 C -1.42 0.49 -0.39  C17 1.515, H27 1.094, H28 1.095, H29 1.094
19 O 0.07 3.48 3.06  P15 1.664, C20 1.420
20 C 0.44 4.84 3.18  O19 1.420, C21 1.520, H30 1.095, H31 1.095
21 C -0.74 5.74 2.84  C20 1.520, H32 1.094, H33 1.091, H34 1.097
22 O 0.50 1.26 2.67  P15 1.730, C23 1.413
23 C 0.90 0.02 2.15  O22 1.413, C24 1.515, H35 1.090, H36 1.095
24 C 2.10 0.10 1.23  C23 1.515, H37 1.093, H38 1.094, H39 1.094
25 H -1.14 2.60 -0.67  C17 1.093
26 H -2.70 2.15 0.03  C17 1.095
27 H -0.35 0.27 -0.49  C18 1.094
28 H -1.89 0.30 -1.36  C18 1.095
29 H -1.83 -0.20 0.35  C18 1.094
30 H 1.31 5.07 2.55  C20 1.095
31 H 0.74 5.01 4.21  C20 1.095
32 H -1.21 5.47 1.89  C21 1.094
33 H -0.43 6.79 2.79  C21 1.091
34 H -1.52 5.65 3.61  C21 1.097
35 H 0.05 -0.46 1.66  C23 1.090
36 H 1.15 -0.62 3.00  C23 1.095
37 H 1.91 0.77 0.38  C24 1.093
38 H 2.34 -0.89 0.84  C24 1.094
39 H 2.97 0.49 1.76  C24 1.094

Properties
E (Ha): -1525.9483
Strongest force on any atom (eV Å⁻¹): 9.5
Net charge: -1
Molar mass (g mol⁻¹): 328.22
Kohn-Sham gap (eV): 1.8


(4)
# C36H94N4O13

9 unconnected molecules or ions with the total composition C36H94N4O13 at a distorted geometry (ωB97M-V with the def2-TZVPD basis set, OMol25).

Each atom is followed by the atoms it is bonded to, with distances in Å.
Element x y z (Å)
1 C 17.81 12.06 11.47  O2 1.392, H10 1.098, H11 1.097, H12 1.099
2 O 17.17 12.06 12.70  C1 1.392, C3 1.379
3 C 15.94 11.42 12.69  O2 1.379, C4 1.494, H13 1.109, H14 1.118
4 C 14.82 12.12 12.00  C3 1.494, N5 1.489, H15 1.102, H16 1.085
5 N 14.26 13.34 12.65  C4 1.489, C6 1.501, H17 1.023
6 C 15.25 14.47 12.72  N5 1.501, C7 1.535, H18 1.103, H19 1.102
7 C 14.60 15.72 13.34  C6 1.535, O8 1.423, H20 1.091, H21 1.088
8 O 15.64 16.68 13.32  C7 1.423, C9 1.398
9 C 15.17 17.92 13.75  O8 1.398, H22 1.095, H23 1.087, H24 1.120
10 H 18.01 11.01 11.22  C1 1.098
11 H 18.73 12.64 11.57  C1 1.097
12 H 17.24 12.52 10.65  C1 1.099
13 H 15.78 11.21 13.76  C3 1.109
14 H 16.01 10.40 12.24  C3 1.118
15 H 14.03 11.36 11.90  C4 1.102
16 H 15.11 12.42 11.00  C4 1.085
17 H 13.79 13.14 13.53  N5 1.023
18 H 15.56 14.77 11.70  C6 1.103
19 H 16.18 14.18 13.23  C6 1.102
20 H 14.31 15.61 14.39  C7 1.091
21 H 13.73 15.98 12.75  C7 1.088
22 H 16.02 18.59 13.93  C9 1.095
23 H 14.67 17.74 14.70  C9 1.087
24 H 14.42 18.35 13.04  C9 1.120
25 C 18.41 18.13 11.85  O26 1.404, H34 1.104, H35 1.113, H36 1.114
26 O 18.26 19.30 11.10  C25 1.404, C27 1.462
27 C 17.79 19.06 9.74  O26 1.462, C28 1.499, H37 1.083, H38 1.095
28 C 17.53 20.38 9.07  C27 1.499, N29 1.429, H39 1.104, H40 1.091
29 N 16.51 21.12 9.76  C28 1.429, C30 1.418, H41 1.014
30 C 16.18 22.40 9.26  N29 1.418, C31 1.550, H42 1.111, H43 1.105
31 C 15.11 22.42 8.14  C30 1.550, O32 1.370, H44 1.113, H45 1.088
32 O 14.77 23.70 7.82  C31 1.370, C33 1.398
33 C 13.88 23.79 6.75  O32 1.398, H46 1.111, H47 1.099, H48 1.083
34 H 17.44 17.63 12.01  C25 1.104
35 H 18.91 18.41 12.81  C25 1.113
36 H 19.07 17.40 11.32  C25 1.114
37 H 16.89 18.46 9.77  C27 1.083
38 H 18.60 18.54 9.21  C27 1.095
39 H 17.25 20.20 8.02  C28 1.104
40 H 18.47 20.93 9.03  C28 1.091
41 H 16.65 21.10 10.76  N29 1.014
42 H 17.04 23.01 8.90  C30 1.111
43 H 15.73 22.98 10.08  C30 1.105
44 H 14.26 21.87 8.60  C31 1.113
45 H 15.48 21.91 7.25  C31 1.088
46 H 13.75 24.84 6.41  C33 1.111
47 H 12.95 23.27 7.02  C33 1.099
48 H 14.33 23.31 5.89  C33 1.083
49 C 11.51 29.45 8.31  O50 1.399, H58 1.091, H59 1.099, H60 1.084
50 O 12.56 28.92 9.07  C49 1.399, C51 1.439
51 C 13.09 27.82 8.31  O50 1.439, C52 1.515, H61 1.094, H62 1.101
52 C 14.21 27.21 9.13  C51 1.515, N53 1.469, H63 1.115, H64 1.110
53 N 13.68 26.94 10.47  C52 1.469, C54 1.461, H65 1.020
54 C 14.75 26.58 11.40  N53 1.461, C55 1.552, H66 1.087, H67 1.106
55 C 14.13 26.51 12.81  C54 1.552, O56 1.440, H68 1.076, H69 1.081
56 O 15.14 26.22 13.80  C55 1.440, C57 1.404
57 C 14.55 25.95 15.04  O56 1.404, H70 1.091, H71 1.099, H72 1.051
58 H 11.21 30.34 8.87  C49 1.091
59 H 10.70 28.70 8.28  C49 1.099
60 H 11.85 29.72 7.32  C49 1.084
61 H 13.46 28.15 7.33  C51 1.094
62 H 12.25 27.12 8.19  C51 1.101
63 H 15.12 27.86 9.13  C52 1.115
64 H 14.53 26.27 8.63  C52 1.110
65 H 13.16 27.75 10.79  N53 1.020
66 H 15.52 27.35 11.40  C54 1.087
67 H 15.19 25.58 11.19  C54 1.106
68 H 13.42 25.70 12.83  C55 1.076
69 H 13.66 27.45 13.08  C55 1.081
70 H 13.84 25.12 15.10  C57 1.091
71 H 14.07 26.86 15.42  C57 1.099
72 H 15.39 25.71 15.63  C57 1.051
73 C 17.10 23.50 12.80  O74 1.428, H82 1.099, H83 1.074, H84 1.104
74 O 16.66 22.14 12.87  C73 1.428, C75 1.403
75 C 17.52 21.28 13.56  O74 1.403, C76 1.517, H85 1.097, H86 1.117
76 C 17.43 21.42 15.07  C75 1.517, N77 1.465, H87 1.106, H88 1.108
77 N 16.04 21.15 15.47  C76 1.465, C78 1.463, H89 1.015
78 C 15.85 21.57 16.86  N77 1.463, C79 1.549, H90 1.082, H91 1.107
79 C 14.34 21.57 17.22  C78 1.549, O80 1.388, H92 1.105, H93 1.106
80 O 13.74 22.33 16.23  C79 1.388, C81 1.456
81 C 12.28 22.30 16.25  O80 1.456, H94 1.094, H95 1.089, H96 1.072
82 H 17.92 23.63 12.08  C73 1.099
83 H 17.38 23.81 13.79  C73 1.074
84 H 16.23 24.07 12.45  C73 1.104
85 H 18.54 21.45 13.20  C75 1.097
86 H 17.19 20.24 13.30  C75 1.117
87 H 17.76 22.44 15.33  C76 1.106
88 H 18.19 20.73 15.48  C76 1.108
89 H 15.42 21.56 14.78  N77 1.015
90 H 16.24 22.55 17.12  C78 1.082
91 H 16.32 20.83 17.53  C78 1.107
92 H 14.26 22.11 18.18  C79 1.105
93 H 13.98 20.53 17.27  C79 1.106
94 H 11.89 21.28 16.17  C81 1.094
95 H 11.97 22.91 15.41  C81 1.089
96 H 11.84 22.65 17.17  C81 1.072
97 C 8.15 21.92 12.65  C98 1.507, H101 1.100, H102 1.079, H103 1.067
98 C 8.50 22.90 13.75  C97 1.507, C99 1.504, O100 1.473, H104 1.083
99 C 7.59 22.85 14.95  C98 1.504, H105 1.096, H106 1.097, H107 1.122
100 O 9.83 22.61 14.29  C98 1.473, H108 0.988
101 H 7.85 20.89 12.90  C97 1.100
102 H 9.04 21.89 12.05  C97 1.079
103 H 7.38 22.20 11.97  C97 1.067
104 H 8.44 23.90 13.32  C98 1.083
105 H 7.57 21.82 15.32  C99 1.096
106 H 6.56 23.18 14.76  C99 1.097
107 H 8.07 23.54 15.69  C99 1.122
108 H 10.46 22.67 13.53  O100 0.988
109 C 14.25 17.83 8.88  C110 1.452, H113 1.095, H114 1.092, H115 1.091
110 C 13.87 17.14 10.10  C109 1.452, C111 1.521, O112 1.453, H116 1.103
111 C 12.42 17.49 10.40  C110 1.521, H117 1.093, H118 1.103, H119 1.101
112 O 14.17 15.74 9.82  C110 1.453, H120 0.961
113 H 15.25 17.49 8.59  C109 1.095
114 H 14.33 18.91 9.00  C109 1.092
115 H 13.56 17.54 8.09  C109 1.091
116 H 14.51 17.46 10.94  C110 1.103
117 H 12.29 18.56 10.57  C111 1.093
118 H 12.02 16.98 11.29  C111 1.103
119 H 11.78 17.16 9.57  C111 1.101
120 H 13.75 15.17 10.47  O112 0.961
121 C 9.89 26.11 10.34  C122 1.505, H124 1.075, H125 1.089, H126 1.088
122 C 10.71 24.99 9.76  C121 1.505, O123 1.433, H127 1.090, H128 1.089
123 O 11.87 24.60 10.50  C122 1.433, H129 0.982
124 H 10.40 27.06 10.38  C121 1.075
125 H 9.56 25.95 11.36  C121 1.089
126 H 8.98 26.26 9.77  C121 1.088
127 H 10.95 25.11 8.71  C122 1.090
128 H 10.09 24.09 9.82  C122 1.089
129 H 12.44 25.40 10.45  O123 0.982
130 C 13.47 21.17 11.64  C131 1.554, H133 1.094, H134 1.103, H135 1.093
131 C 13.41 22.33 12.68  C130 1.554, O132 1.415, H136 1.078, H137 1.110
132 O 12.16 22.98 12.80  C131 1.415, H138 0.984
133 H 14.51 20.90 11.46  C130 1.094
134 H 13.03 21.41 10.66  C130 1.103
135 H 12.91 20.32 12.02  C130 1.093
136 H 14.20 23.02 12.41  C131 1.078
137 H 13.69 21.95 13.69  C131 1.110
138 H 11.99 23.51 11.99  O132 0.984
139 C 10.86 17.59 14.06  C140 1.511, H142 1.099, H143 1.087, H144 1.086
140 C 11.00 19.09 13.96  C139 1.511, O141 1.441, H145 1.128, H146 1.091
141 O 10.09 19.79 14.83  C140 1.441, H147 0.977
142 H 11.73 17.19 13.51  C139 1.099
143 H 9.90 17.26 13.68  C139 1.087
144 H 10.86 17.29 15.10  C139 1.086
145 H 10.80 19.46 12.91  C140 1.128
146 H 12.02 19.42 14.14  C140 1.091
147 H 9.98 20.71 14.51  O141 0.977

Properties
E (Ha): -2624.9492
Strongest force on any atom (eV Å⁻¹): 2.2
Molar mass (g mol⁻¹): 791.16
Kohn-Sham gap (eV): 9.1
SMILES string: COCCNCCOC.COCCNCCOC.COCCNCCOC.COCCNCCOC.CC(C)O.CC(C)O.CCO.CCO.CCO